1.
Entry from the OMol25 dataset: a structure of composition C15H23AlBrClNO3S (wB97M-V/def2-TZVPD).

```
46
Properties=species:S:1:pos:R:3
C 4.03 -1.14 2.36
N 4.13 -0.72 0.95
C 4.49 -1.83 0.03
C 5.01 0.43 0.77
O 6.01 0.61 1.45
C 4.54 1.44 -0.34
Al 2.75 2.19 0.31
Cl 2.51 2.02 2.53
Br 2.73 4.54 -0.29
C 1.26 1.32 -0.77
C 0.47 0.21 -0.03
C -0.31 0.40 1.20
C -1.05 -0.74 1.79
C -1.06 -2.07 1.20
C -0.25 -2.28 -0.06
C 0.49 -1.15 -0.65
H 3.13 -1.81 2.44
H 3.97 -0.27 3.06
H 4.96 -1.73 2.62
H 4.90 -2.67 0.66
H 3.54 -2.16 -0.49
H 5.27 -1.47 -0.68
H 5.30 2.24 -0.53
H 4.41 0.84 -1.28
H 1.75 0.86 -1.68
H 0.52 2.12 -1.08
H -0.34 1.40 1.67
H -1.64 -0.52 2.71
H -1.64 -2.91 1.67
H -0.23 -3.27 -0.58
H 1.05 -1.38 -1.58
C -5.17 1.46 -0.42
C -5.92 0.77 -1.56
C -4.87 0.11 -2.46
S -3.47 -0.27 -1.41
O -2.36 0.53 -1.84
O -3.36 -1.70 -1.23
C -4.14 0.45 0.08
H -5.85 1.77 0.38
H -4.66 2.35 -0.81
H -6.59 0.00 -1.15
H -6.54 1.47 -2.12
H -5.25 -0.82 -2.90
H -4.54 0.78 -3.25
H -3.35 0.91 0.66
H -4.62 -0.35 0.65
```

Values from the calculation:
Largest force on an atom ... 2.94 eV/Å
Charge ... -1
LUMO energy ... 2.1 eV

2.
Entry from the OMol25 dataset: the ion C3H5ClN2O4P with charge -1 (wB97M-V/def2-TZVPD).

```
16
Properties=species:S:1:pos:R:3
C 0.50 1.65 -0.09
C 0.98 -0.63 -0.05
C 2.14 0.21 0.54
N 0.19 0.42 -0.63
N -1.33 0.21 -1.08
O -1.91 -2.15 0.04
O 0.12 2.75 -0.28
O -1.67 -0.21 1.58
O 1.67 1.52 0.64
P -2.06 -0.68 0.26
Cl -3.97 -0.18 -0.25
H 1.25 -1.23 -0.81
H 0.25 -1.10 0.53
H 2.34 -0.26 1.57
H 2.95 0.09 -0.09
H -1.46 -0.41 -1.86
```

Values from the calculation:
Largest force on an atom ... 4.73 eV/Å
Charge ... -1
SMILES ... O=C1OCCN1N[P@@](=O)([O-])Cl
Relative energy (zero: lowest compared OMol25 entry of this formula, charge and spin) ... 20.7 kcal per mole
LUMO energy ... 3.5 eV

3.
Entry from the OMol25 dataset: the ion C30H27F2N4 with charge +1 (wB97M-V/def2-TZVPD).

```
63
Properties=species:S:1:pos:R:3
F -4.52 4.73 -0.84
C -3.38 4.02 -0.57
C -3.42 2.97 0.34
C -2.22 2.32 0.67
C -1.01 2.68 0.07
C 0.23 1.80 0.21
C 1.54 2.60 0.28
C 2.73 1.86 0.28
C 3.97 2.49 0.22
C 4.02 3.90 0.28
F 5.26 4.50 0.19
C 2.88 4.68 0.45
C 1.65 4.00 0.48
C -1.03 3.73 -0.88
C -2.21 4.40 -1.21
H -4.36 2.72 0.81
H -2.22 1.49 1.38
H 0.17 1.19 1.13
H 2.62 0.77 0.39
H 4.88 1.88 0.23
H 2.96 5.76 0.62
H 0.75 4.59 0.69
H -0.10 4.00 -1.38
H -2.18 5.26 -1.88
N -3.96 -1.23 1.00
N -2.85 -1.04 0.81
N -1.69 -0.61 0.65
C -0.73 -1.60 0.13
C 0.33 -1.88 1.20
C 1.10 -3.05 1.11
C 2.04 -3.34 2.11
C 2.22 -2.44 3.17
C 1.48 -1.25 3.22
C 0.48 -1.01 2.27
C -1.47 -2.91 -0.21
C -2.04 -3.59 0.87
C -2.81 -4.73 0.66
C -3.05 -5.19 -0.64
C -2.42 -4.55 -1.71
C -1.59 -3.44 -1.50
C -0.06 -0.89 -1.08
C 1.24 -1.45 -1.61
C 1.86 -0.29 -2.41
C 1.03 0.98 -2.19
N 0.12 0.69 -1.02
H 0.97 -3.73 0.27
H 2.62 -4.26 2.04
H 2.95 -2.67 3.94
H 1.64 -0.51 4.01
H -0.19 -0.15 2.36
H -1.84 -3.28 1.89
H -3.27 -5.23 1.52
H -3.72 -6.04 -0.82
H -2.59 -4.91 -2.73
H -1.04 -3.01 -2.34
H -0.81 -0.98 -1.89
H 1.95 -1.79 -0.84
H 1.01 -2.30 -2.27
H 2.89 -0.11 -2.07
H 1.98 -0.52 -3.48
H 1.66 1.85 -1.96
H 0.39 1.18 -3.06
H -0.83 0.91 -1.35
```

Values from the calculation:
Largest force on an atom ... 3.61 eV/Å
Charge ... +1
Relative energy (zero: lowest compared OMol25 entry of this formula, charge and spin) ... 0.0 kcal per mole
LUMO energy ... -2.6 eV

4.
Entry from the OMol25 dataset: a structure of composition C8H32BeN16O8 (wB97M-V/def2-TZVPD).

```
65
Properties=species:S:1:pos:R:3
Be -0.05 0.46 -0.18
C 3.02 -0.82 -1.74
O 2.32 -0.14 -1.00
N 3.41 -0.37 -2.97
N 3.57 -2.01 -1.38
H 3.02 0.52 -3.22
H 4.20 -0.71 -3.50
H 3.17 -2.48 -0.59
H 4.27 -2.39 -1.99
C -1.73 1.08 3.08
O -1.30 0.84 1.95
N -2.52 0.21 3.77
N -1.48 2.25 3.72
H -2.59 0.30 4.77
H -2.79 -0.63 3.30
H -2.12 2.60 4.41
H -0.82 2.84 3.24
C -0.74 -2.58 1.73
O -0.40 -1.92 0.76
N -0.23 -2.46 2.98
N -1.65 -3.62 1.61
H 0.31 -1.65 3.24
H -0.59 -3.04 3.72
H -1.95 -3.80 0.67
H -2.34 -3.72 2.33
C 0.54 1.63 -3.30
O 0.39 1.53 -2.09
N -0.18 0.96 -4.23
N 1.52 2.43 -3.83
H -0.95 0.40 -3.90
H -0.09 1.19 -5.20
H 1.97 3.01 -3.15
H 1.81 2.31 -4.78
C 0.68 3.79 0.93
O 0.46 2.65 0.53
N -0.10 4.83 0.52
N 1.78 4.13 1.64
H -0.73 4.56 -0.22
H 0.06 5.80 0.73
H 2.01 5.09 1.82
H 2.44 3.39 1.81
C 2.02 0.30 2.86
O 1.37 0.36 1.82
N 2.88 -0.71 3.12
N 1.88 1.24 3.84
H 2.91 -1.54 2.55
H 3.67 -0.54 3.72
H 2.27 1.11 4.75
H 1.23 1.97 3.61
C -3.44 -0.79 -0.65
O -2.37 -0.18 -0.62
N -4.02 -1.12 -1.84
N -4.05 -1.30 0.45
H -4.79 -1.77 -1.79
H -3.48 -0.97 -2.67
H -3.70 -1.36 1.38
H -5.00 -1.60 0.30
C -0.32 -2.15 -2.93
O -0.28 -1.35 -2.00
N -1.29 -3.09 -3.06
N 0.58 -2.13 -3.96
H -1.89 -3.15 -2.25
H -1.64 -3.44 -3.93
H 1.40 -1.56 -3.92
H 0.44 -2.69 -4.78
```

Values from the calculation:
Largest force on an atom ... 1.82 eV/Å
Charge ... +2
Relative energy (zero: lowest compared OMol25 entry of this formula, charge and spin) ... 76.7 kcal per mole
LUMO energy ... -4.7 eV

5.
Entry from the OMol25 dataset: a structure of composition CHNO6S (wB97M-V/def2-TZVPD).

```
10
Properties=species:S:1:pos:R:3
C -1.39 1.16 0.14
N 1.75 -0.92 0.62
O -0.61 2.08 0.03
O 0.35 -0.81 -1.53
O -2.59 1.01 0.01
O -0.15 -2.50 0.23
O -0.66 -0.15 0.55
O 1.90 0.47 0.18
S 0.35 -1.17 -0.11
H 1.05 0.85 -0.13
```

Values from the calculation:
Largest force on an atom ... 2.34 eV/Å
Charge ... -2
Relative energy (zero: lowest compared OMol25 entry of this formula, charge and spin) ... 21.9 kcal per mole
LUMO energy ... 6.8 eV

6.
Entry from the OMol25 dataset: the molecule C9H19FO2Si (wB97M-V/def2-TZVPD).

```
32
Properties=species:S:1:pos:R:3
C 4.50 0.90 0.88
C 4.50 -0.45 0.16
O 3.29 -1.20 0.28
C 2.28 -0.87 -0.58
O 1.80 -1.73 -1.31
C 1.70 0.53 -0.50
C 0.20 0.54 -0.76
C -0.63 0.27 0.51
Si -1.66 -1.32 0.44
C -3.51 -1.02 0.74
C -4.24 -0.29 -0.37
C -3.83 1.16 -0.57
F -4.02 -0.98 -1.57
H 5.53 1.22 0.99
H 3.98 1.66 0.31
H 4.04 0.77 1.86
H 5.26 -1.06 0.63
H 4.79 -0.34 -0.88
H 1.89 0.95 0.48
H 2.24 1.18 -1.20
H -0.07 1.52 -1.15
H -0.04 -0.17 -1.54
H 0.02 0.19 1.37
H -1.30 1.11 0.69
H -1.43 -2.01 -0.85
H -1.22 -2.23 1.53
H -3.62 -0.51 1.69
H -3.96 -2.01 0.83
H -5.31 -0.33 -0.18
H -3.68 1.66 0.38
H -4.58 1.68 -1.16
H -2.91 1.19 -1.16
```

Values from the calculation:
Largest force on an atom ... 2.47 eV/Å
Charge ... 0
SMILES ... CCOC(=O)CCC[SiH2]C[C@@H](C)F
LUMO energy ... 0.8 eV

7.
Entry from the OMol25 dataset: the molecule C5H6N2O (wB97M-V/def2-TZVPD).

```
14
Properties=species:S:1:pos:R:3
C 2.36 -0.13 0.46
C -1.29 -0.10 0.49
C 0.65 1.04 -0.95
C 1.11 0.49 0.38
C 0.00 -0.21 -0.32
N 3.36 -0.66 0.39
N -2.19 -1.10 0.25
O -1.55 0.77 1.27
H 0.19 2.11 -0.81
H 1.19 0.91 -1.92
H 0.84 0.96 1.28
H 0.30 -1.12 -0.91
H -1.84 -1.98 -0.01
H -3.14 -0.98 0.39
```

Values from the calculation:
Largest force on an atom ... 2.44 eV/Å
Charge ... 0
SMILES ... N#C[C@H]1C[C@@H]1C(N)=O
Relative energy (zero: lowest compared OMol25 entry of this formula, charge and spin) ... 18.7 kcal per mole
LUMO energy ... 0.7 eV

8.
Entry from the OMol25 dataset: a cluster of 2 separate species, C4H9N2 in total (wB97M-V/def2-TZVPD).

```
15
Properties=species:S:1:pos:R:3
C 2.24 1.44 0.23
C -1.59 0.26 0.48
C -2.88 0.23 -0.12
C 2.18 -1.07 -0.16
N -0.66 0.98 0.05
N 2.66 0.27 0.14
H -1.24 -0.23 1.43
H -3.37 0.98 0.41
H -3.41 -0.69 0.14
H -2.96 0.39 -1.25
H 1.19 -1.00 -0.72
H 2.96 -1.71 -0.68
H 1.93 -1.60 0.84
H -0.78 1.44 -0.93
H 3.73 0.30 0.13
```

Values from the calculation:
Largest force on an atom ... 4.06 eV/Å
Charge ... +1
Relative energy (zero: lowest compared OMol25 entry of this formula, charge and spin) ... 133.9 kcal per mole
LUMO energy (alpha / beta) ... -6.4 / -6.4 eV

9.
Entry from the OMol25 dataset: the molecule C4H7NO (wB97M-V/def2-TZVPD).

```
13
Properties=species:S:1:pos:R:3
O -2.71 -0.39 1.44
C -1.55 -0.45 1.12
C -0.82 0.70 0.44
N 0.34 0.28 -0.25
C 0.74 -0.12 -1.49
C 1.60 -0.15 0.06
H -0.92 -1.34 1.33
H -0.50 1.41 1.22
H -1.49 1.21 -0.25
H 1.31 0.53 -2.14
H 0.10 -0.85 -2.03
H 1.88 -1.18 0.24
H 2.24 0.59 0.61
```

Values from the calculation:
Largest force on an atom ... 1.05 eV/Å
Charge ... 0
SMILES ... O=CCN1CC1
Relative energy (zero: lowest compared OMol25 entry of this formula, charge and spin) ... 98.7 kcal per mole
LUMO energy ... 0.9 eV

10.
Entry from the OMol25 dataset: a cluster of 2 separate species, CH3NO3 in total (wB97M-V/def2-TZVPD).

```
8
Properties=species:S:1:pos:R:3
C 1.01 1.17 -0.95
N -1.45 -0.82 0.81
O -2.07 -0.86 1.86
O -0.31 -1.53 0.88
O 0.99 -0.02 -1.04
H 1.60 1.79 -0.36
H 0.05 1.68 -1.20
H 0.18 -1.41 0.00
```

Values from the calculation:
Largest force on an atom ... 4.47 eV/Å
Charge ... 0
SMILES ... O=NO.C=O
Relative energy (zero: lowest compared OMol25 entry of this formula, charge and spin) ... 63.7 kcal per mole
LUMO energy ... 0.0 eV

11.
Entry from the OMol25 dataset: a cluster of 2 separate species, C15H18 in total (wB97M-V/def2-TZVPD).

```
33
Properties=species:S:1:pos:R:3
C 1.04 2.64 -3.92
C 1.30 -1.06 -1.82
C 1.79 -0.97 -3.14
C 0.89 0.12 -1.19
C 1.59 0.17 -3.88
C 0.56 1.23 -1.97
C 0.97 1.27 -3.30
H 1.42 -1.90 -1.17
H 2.40 -1.83 -3.43
H 0.82 0.23 -0.10
H 1.86 0.12 -4.92
H 0.08 2.07 -1.45
H 1.04 2.59 -5.02
H 1.99 3.14 -3.60
H 0.28 3.38 -3.71
C -0.82 -2.34 2.58
C -0.04 -2.62 1.26
C -1.12 -0.88 2.65
C -0.72 -0.14 3.78
C -1.83 -0.30 1.64
C -0.98 1.22 3.73
C -2.12 1.07 1.65
C -1.80 1.81 2.75
H -1.64 -3.02 2.70
H -0.19 -2.61 3.45
H 0.57 -1.79 0.92
H -0.10 -0.56 4.59
H -2.25 -0.95 0.87
H -0.65 1.97 4.43
H -2.46 1.58 0.76
H -2.01 2.86 2.83
H -0.61 -3.12 0.47
H 0.75 -3.37 1.51
```

Values from the calculation:
Largest force on an atom ... 2.33 eV/Å
Charge ... 0
SMILES ... CCc1ccccc1.Cc1ccccc1
Relative energy (zero: lowest compared OMol25 entry of this formula, charge and spin) ... 25.6 kcal per mole
LUMO energy ... 0.9 eV

12.
Entry from the OMol25 dataset: a structure of composition C40H34IrN2OSe2Si2 (wB97M-V/def2-TZVPD).

```
82
Properties=species:S:1:pos:R:3
Ir -0.93 0.65 0.07
Se -3.50 -1.14 0.68
Se -2.08 -2.39 2.04
C -1.08 -1.01 2.91
C -0.84 -1.19 4.26
C -0.04 -0.28 4.93
C 0.47 0.80 4.24
C 0.16 0.93 2.90
N -0.58 0.03 2.24
C -2.67 -1.63 -0.98
C -3.22 -2.57 -1.83
C -2.58 -2.84 -3.03
C -1.41 -2.16 -3.33
C -0.92 -1.24 -2.43
N -1.53 -0.99 -1.27
H -1.28 -2.03 4.78
H 0.16 -0.41 5.99
H 1.09 1.55 4.72
H 0.53 1.77 2.32
H -4.14 -3.07 -1.55
H -2.99 -3.56 -3.72
H -0.89 -2.33 -4.27
H -0.02 -0.67 -2.63
O 1.09 0.77 -0.11
Si 2.25 -0.34 0.01
C 3.77 0.36 0.85
C 4.78 -0.48 1.38
C 5.85 0.07 2.05
C 5.97 1.46 2.13
C 5.02 2.30 1.55
C 3.95 1.76 0.88
C 3.31 -0.40 -1.53
C 3.35 0.72 -2.39
C 4.08 0.68 -3.56
C 4.84 -0.46 -3.85
C 4.86 -1.56 -2.99
C 4.13 -1.52 -1.82
C 1.76 -2.01 0.64
C 1.82 -2.30 2.01
C 1.46 -3.56 2.48
C 1.03 -4.53 1.60
C 0.96 -4.26 0.24
C 1.33 -3.01 -0.24
H 4.68 -1.55 1.31
H 6.60 -0.57 2.51
H 6.83 1.89 2.64
H 5.14 3.38 1.62
H 3.21 2.41 0.41
H 2.76 1.60 -2.14
H 4.08 1.52 -4.23
H 5.43 -0.48 -4.76
H 5.46 -2.42 -3.23
H 4.16 -2.36 -1.14
H 2.17 -1.55 2.71
H 1.53 -3.77 3.54
H 0.75 -5.51 1.97
H 0.64 -5.03 -0.45
H 1.30 -2.83 -1.30
C -5.99 3.05 2.63
C -4.84 2.44 3.11
C -3.73 2.32 2.29
C -3.75 2.81 0.98
C -4.92 3.41 0.51
C -6.04 3.53 1.33
Si -2.28 2.68 -0.13
C -2.69 2.10 -1.86
C -1.78 2.32 -2.91
C -2.03 1.81 -4.18
C -3.17 1.05 -4.41
C -4.07 0.81 -3.38
C -3.83 1.33 -2.12
H -6.86 3.15 3.27
H -4.81 2.07 4.13
H -2.83 1.84 2.67
H -4.97 3.80 -0.50
H -6.93 4.01 0.96
H -1.41 3.87 -0.19
H -0.90 2.92 -2.74
H -1.34 2.01 -4.98
H -3.36 0.66 -5.40
H -4.97 0.24 -3.57
H -4.55 1.15 -1.32
```

Values from the calculation:
Largest force on an atom ... 0.12 eV/Å
Charge ... +2
Spin multiplicity ... 6
Relative energy (zero: lowest compared OMol25 entry of this formula, charge and spin) ... 0.3 kcal per mole
Expectation value of S² ... 8.789
LUMO energy (alpha / beta) ... -5.5 / -8.7 eV

13.
Entry from the OMol25 dataset: a cluster of 7 separate species, C7H28N6O9 in total (wB97M-V/def2-TZVPD).

```
50
Properties=species:S:1:pos:R:3
C 7.10 27.84 -10.36
C 5.56 27.69 -10.48
O 5.04 27.19 -9.26
O 7.63 26.50 -10.22
H 7.34 28.35 -9.43
H 7.54 28.39 -11.19
H 5.28 26.99 -11.27
H 5.01 28.60 -10.71
H 5.63 26.47 -9.01
H 8.30 26.33 -10.88
C 12.79 26.76 -8.29
C 13.89 26.15 -9.24
O 13.16 25.92 -10.44
O 11.82 25.83 -7.96
H 12.46 27.68 -8.77
H 13.24 27.18 -7.38
H 14.31 25.22 -8.88
H 14.68 26.88 -9.45
H 13.78 25.89 -11.17
H 11.59 25.24 -8.68
C 10.18 26.97 -13.53
O 9.50 27.33 -12.60
N 11.38 26.51 -13.45
N 9.79 27.09 -14.78
H 11.73 26.60 -12.51
H 11.98 26.23 -14.21
H 8.87 27.46 -14.95
H 10.51 26.71 -15.39
C 5.23 27.96 -14.55
O 6.28 28.17 -15.04
N 4.74 26.77 -14.43
N 4.44 28.98 -14.16
H 5.32 25.99 -14.70
H 3.75 26.59 -14.33
H 4.56 29.88 -14.60
H 3.52 28.68 -13.86
C 14.96 25.48 -13.37
O 15.02 26.11 -12.35
N 15.27 24.23 -13.41
N 14.67 26.02 -14.54
H 15.33 23.80 -12.50
H 15.09 23.73 -14.27
H 14.43 26.98 -14.71
H 14.52 25.29 -15.22
O 11.70 26.18 -16.71
H 12.62 26.05 -16.95
H 11.34 26.69 -17.44
O 7.04 27.22 -17.62
H 7.79 26.62 -17.60
H 6.88 27.43 -16.70
```

Values from the calculation:
Largest force on an atom ... 4.86 eV/Å
Charge ... -1
Spin multiplicity ... 2
Relative energy (zero: lowest compared OMol25 entry of this formula, charge and spin) ... 0.0 kcal per mole
Expectation value of S² ... 0.750
LUMO energy (alpha / beta) ... 2.1 / 2.1 eV